(1)
{"formula": "C8H18Si", "method": "ωB97M-V with the def2-TZVPD basis set", "elements": ["C", "C", "C", "C", "C", "C", "C", "C", "Si", "H", "H", "H", "H", "H", "H", "H", "H", "H", "H", "H", "H", "H", "H", "H", "H", "H", "H"], "xyz": [[3.31928, -1.41307, -0.87390], [3.05347, -0.59311, 0.15036], [0.06931, -0.46891, 2.15705], [-1.38759, -0.90414, -1.75974], [-3.06643, 0.44602, 0.86765], [-1.02956, 2.07348, -1.12733], [2.33435, 0.61642, 0.13270], [-0.09422, -0.58934, 0.62896], [-1.49331, 0.34893, -0.31861], [4.01655, -2.30259, -0.93130], [2.93070, -1.23825, -1.76748], [3.30844, -0.99516, 1.14693], [-0.75881, -1.07368, 2.66922], [1.09511, -0.70000, 2.44105], [-0.22278, 0.50421, 2.60355], [-2.24338, -0.78445, -2.35898], [-0.49284, -0.53891, -2.24224], [-1.03193, -1.98158, -1.57118], [-3.07095, -0.33239, 1.60615], [-2.80431, 1.48498, 1.40378], [-3.99242, 0.54045, 0.27867], [0.05645, 2.01981, -1.37886], [-1.85666, 2.32061, -1.78495], [-1.08621, 2.81708, -0.38220], [1.78980, 0.91144, -0.81918], [2.33254, 1.32708, 0.84476], [0.32541, -1.49495, 0.38510]], "forces_ev_per_angstrom": [[2.34, -2.13, 1.79], [0.02, -0.40, 2.10], [-1.90, 0.47, -0.02], [1.05, -0.77, 1.31], [2.00, 2.89, -0.75], [0.12, -2.04, 1.38], [-1.60, -2.17, -4.42], [-1.10, 3.57, 2.79], [1.17, -1.66, 0.32], [-1.03, 1.07, 0.96], [-1.62, 1.16, -4.00], [0.51, 0.65, -0.34], [1.47, -0.10, -0.51], [-0.29, -0.36, 0.46], [0.58, 0.01, -0.63], [-0.88, -0.42, -1.35], [0.15, 0.55, -0.69], [-1.37, 1.47, 0.16], [-0.18, -0.39, 0.20], [-0.99, -2.17, -0.92], [0.26, -0.03, 0.51], [-1.22, 0.14, -0.85], [0.63, -0.02, -0.99], [-0.05, 0.98, 1.20], [1.12, -0.35, 1.11], [0.01, 1.91, 2.66], [0.80, -1.87, -1.49]], "e_homo_ha": [-0.28335, -0.27777], "e_above_lowest_kcal_mol": 97.6, "e_lumo_ev": [0.5892, -0.0447], "orbital_gap_ha": [0.3050, 0.2761]}


(2)
{"formula": "C8H19B3BrO10PS2", "method": "ωB97M-V with the def2-TZVPD basis set", "elements": ["O", "P", "O", "O", "B", "O", "B", "O", "B", "Br", "O", "H", "H", "H", "C", "C", "C", "S", "O", "O", "C", "H", "H", "H", "H", "H", "H", "H", "H", "C", "C", "C", "S", "O", "O", "C", "H", "H", "H", "H", "H", "H", "H", "H"], "xyz": [[-1.61162, -1.89546, 4.51061], [-0.08902, -2.38302, 4.69378], [0.67093, -1.10359, 5.66223], [0.04935, -3.87357, 5.58293], [0.80086, -2.35865, 2.99929], [0.19701, -1.85844, 1.71394], [1.01379, -0.62457, 1.43390], [2.51812, -0.69031, 1.44105], [2.95180, -1.52582, 2.61177], [4.42254, -0.95469, 3.84942], [2.22670, -2.82023, 2.87020], [0.79618, -0.34090, 4.99374], [0.98462, -3.89255, 5.95794], [0.44448, 0.40774, 1.25800], [-2.29063, -1.61025, -3.35948], [-2.32211, -3.07577, -2.92839], [-0.95533, -3.40787, -2.33200], [-0.31236, -1.87686, -1.67301], [0.86133, -1.50449, -2.43454], [-0.30803, -1.94533, -0.22534], [-1.67281, -0.85092, -2.19480], [-3.29023, -1.23564, -3.59843], [-1.66484, -1.50116, -4.25331], [-3.10017, -3.21566, -2.16814], [-2.55902, -3.73903, -3.76616], [-1.03530, -4.14410, -1.52821], [-0.26096, -3.76557, -3.09723], [-1.30880, 0.13971, -2.47253], [-2.37400, -0.77417, -1.35845], [1.57947, 4.44073, -0.71740], [0.16767, 4.97498, -0.48072], [-0.80390, 4.03381, -1.19088], [-0.01328, 2.43211, -1.22472], [0.27071, 2.08762, -2.60197], [-0.71597, 1.53444, -0.32980], [1.50542, 2.94545, -0.44649], [2.31286, 4.93057, -0.07024], [1.87277, 4.61978, -1.75873], [-0.04443, 4.98080, 0.59534], [0.05778, 6.00214, -0.84232], [-1.75424, 3.95855, -0.65637], [-0.98099, 4.34624, -2.22369], [2.34642, 2.39067, -0.86592], [1.41723, 2.74328, 0.62515]], "forces_ev_per_angstrom": [[5.88, -2.48, 0.49], [-6.31, 2.33, 2.89], [-0.18, -1.39, -3.20], [1.86, 3.43, -1.16], [1.83, -0.73, -4.82], [4.27, 1.94, 7.32], [0.68, -2.56, -0.33], [-2.00, -1.78, 3.86], [-1.23, -0.89, -2.05], [-1.34, -0.52, -1.28], [-1.15, 4.59, 0.68], [-0.39, -1.55, 1.63], [-1.51, -0.14, -0.54], [0.38, -0.35, -0.02], [-0.01, -0.01, -0.23], [-0.36, -0.16, -0.08], [-0.15, -0.70, -0.17], [-0.25, 0.38, -0.54], [-0.09, -0.15, 0.54], [-0.15, -0.01, -3.02], [-0.42, 0.36, -0.28], [0.15, -0.03, 0.03], [-0.08, 0.04, 0.11], [0.12, 0.03, -0.10], [0.04, 0.06, 0.16], [0.20, 0.18, -0.07], [0.00, 0.15, 0.18], [0.11, -0.22, 0.16], [0.20, 0.00, -0.03], [0.15, 0.19, -0.13], [0.01, 0.31, 0.23], [-0.45, 0.57, -0.02], [0.16, -0.11, 0.15], [-0.34, -0.15, 0.42], [0.01, 0.11, -0.69], [0.52, 0.11, 0.19], [-0.09, -0.09, -0.11], [0.01, -0.05, 0.14], [0.03, -0.01, -0.15], [-0.02, -0.17, 0.07], [0.13, -0.17, -0.20], [0.05, -0.19, 0.11], [-0.22, -0.11, 0.02], [-0.03, -0.05, -0.16]], "e_homo_ha": -0.37094, "smiles": "O=P(O)(O)B1OBOB(Br)O1.O=S1(=O)CCCC1.O=S1(=O)CCCC1", "e_above_lowest_kcal_mol": 49.8, "e_lumo_ev": -0.8645, "orbital_gap_ha": 0.3392}


(3)
{"formula": "C8H19BCl2F4OPSi", "method": "ωB97M-V with the def2-TZVPD basis set", "elements": ["C", "C", "Cl", "C", "Cl", "P", "C", "C", "O", "Si", "C", "C", "C", "H", "H", "H", "H", "H", "H", "H", "H", "H", "H", "H", "H", "H", "H", "H", "H", "H", "H", "H", "B", "F", "F", "F", "F"], "xyz": [[2.41010, -3.01114, -0.02158], [1.65290, -1.54278, 0.20916], [1.98403, -1.12662, 2.02252], [2.15050, -0.37536, -0.82677], [2.17635, -1.02787, -2.60174], [1.06449, 1.19356, -0.87361], [0.35926, 1.67166, 0.83342], [-0.88624, 0.74086, 1.35778], [-2.22099, 1.18448, 0.92653], [-3.15172, -0.11180, 0.18679], [-3.23916, -1.73942, 1.21643], [-5.00262, 0.53185, 0.05148], [-2.37360, -0.53783, -1.52995], [1.57592, -3.82042, -0.20438], [2.95958, -3.32840, 0.98991], [3.24592, -2.97840, -0.83943], [0.51613, -1.73894, -0.01162], [3.28059, -0.13015, -0.54016], [2.00903, 2.27459, -1.18986], [0.04858, 2.80625, 0.80678], [1.22452, 1.58361, 1.64915], [-0.88270, 0.80801, 2.54956], [-0.79172, -0.39757, 1.10318], [-4.18728, -1.76639, 1.93898], [-3.42759, -2.62404, 0.43917], [-2.25000, -2.01916, 1.78756], [-5.70202, -0.31776, -0.41067], [-5.37011, 0.67127, 1.16110], [-5.09094, 1.52332, -0.57553], [-1.19734, -0.56374, -1.39169], [-2.59031, 0.33790, -2.28753], [-2.78339, -1.57840, -1.87436], [4.89793, 3.08176, -0.81014], [5.40650, 2.64616, -2.10060], [4.60400, 1.91947, 0.01228], [5.89756, 3.90383, -0.14777], [3.68389, 3.85758, -1.00442]], "forces_ev_per_angstrom": [[0.23, -0.06, 1.10], [0.08, -1.52, -1.71], [-0.63, 0.05, -1.88], [2.17, -0.24, 2.08], [-0.16, 0.45, 1.77], [-0.81, 0.49, -0.68], [0.79, -0.11, 1.79], [0.23, 0.02, 1.32], [0.22, -2.05, -0.63], [-0.07, 1.07, -0.13], [-0.44, -1.67, 0.33], [-0.59, -0.30, 0.21], [0.66, 0.26, -0.16], [1.84, 1.59, 0.00], [-1.30, 0.82, -2.23], [-1.95, -0.03, 1.35], [2.08, 0.60, 1.00], [-2.37, -0.47, -0.86], [-0.40, -1.08, 0.77], [0.46, -2.31, -0.14], [-1.99, 0.26, -1.62], [0.07, -0.18, -2.51], [0.38, 2.11, 0.36], [2.23, 0.13, -1.34], [0.42, 1.82, 1.58], [-2.05, 0.56, -0.93], [1.55, 1.88, 0.83], [0.58, 0.04, -2.19], [0.03, -1.98, 1.36], [-2.36, -0.09, -0.48], [0.38, -1.94, 1.33], [0.84, 2.02, 0.33], [0.43, 0.20, -0.14], [-0.64, 0.44, 1.45], [0.14, 1.02, -0.80], [-1.17, -0.95, -0.72], [1.11, -0.84, 0.21]], "e_homo_ha": -0.21233, "total_charge": -1, "e_lumo_ev": 2.3809, "orbital_gap_ha": 0.2998}


(4)
{"formula": "C8H19BClN5O7", "method": "ωB97M-V with the def2-TZVPD basis set", "elements": ["C", "C", "O", "O", "C", "C", "C", "O", "O", "C", "Cl", "B", "N", "O", "H", "H", "H", "H", "H", "H", "H", "H", "H", "H", "H", "C", "O", "N", "N", "H", "H", "H", "H", "C", "O", "N", "N", "H", "H", "H", "H"], "xyz": [[4.35100, 0.43819, -0.79426], [3.61839, -0.86024, -0.65046], [3.88022, -1.86731, -1.26754], [2.59245, -0.80178, 0.23434], [2.19948, -2.06168, 0.78709], [1.01789, -2.70464, 0.02558], [-0.19171, -2.79450, 0.91471], [-0.39498, -3.71348, 1.65351], [-1.00763, -1.68441, 0.93281], [-1.88644, -1.49230, -0.16634], [-2.40623, -3.02310, -0.93820], [-3.23693, -0.75639, 0.26673], [-3.93963, 0.03374, -0.75285], [-3.65109, -0.93086, 1.54851], [4.05232, 0.88066, -1.75126], [4.11314, 1.12631, 0.01269], [5.42186, 0.24589, -0.84319], [1.91899, -1.86004, 1.82388], [3.05211, -2.73982, 0.80189], [1.28781, -3.72858, -0.24262], [0.82430, -2.14709, -0.89157], [-1.38015, -0.89497, -0.93122], [-4.82431, -0.38457, -1.02826], [-4.20869, 0.93723, -0.36999], [-4.47700, -0.46012, 1.71930], [4.94203, 1.47164, 3.17075], [5.17980, 0.91992, 2.10982], [5.91853, 2.05725, 3.92750], [3.67567, 1.54474, 3.68115], [5.74316, 2.51466, 4.80114], [6.85628, 2.01576, 3.57594], [2.94177, 1.12047, 3.14476], [3.45202, 1.99037, 4.54994], [-5.79158, 2.01647, -3.16165], [-6.04219, 1.58726, -2.04805], [-6.02627, 3.31793, -3.51219], [-5.25151, 1.23256, -4.13999], [-5.82404, 3.69215, -4.41895], [-6.42273, 3.91642, -2.81293], [-5.04350, 0.28104, -3.90155], [-5.03264, 1.56524, -5.05896]], "forces_ev_per_angstrom": [[-0.37, 0.30, -0.32], [0.07, -0.47, -0.43], [-0.04, 0.33, 0.42], [0.42, 0.05, 0.38], [-0.38, -0.12, 0.02], [0.26, -0.32, -0.11], [0.19, -0.34, 0.07], [0.04, 0.41, -0.09], [-0.54, -0.36, 0.11], [0.39, 0.82, 0.23], [-0.04, -0.12, -0.11], [-0.16, -0.15, -0.11], [0.10, -0.16, 0.57], [0.08, 0.27, -0.06], [0.06, -0.05, 0.08], [0.14, -0.12, -0.06], [-0.10, -0.03, 0.11], [0.03, 0.11, -0.13], [-0.05, 0.10, -0.13], [-0.06, 0.15, -0.07], [-0.03, 0.04, 0.10], [0.00, -0.34, -0.13], [0.07, 0.08, -0.23], [-0.10, 0.06, -0.25], [0.07, -0.14, 0.01], [-0.06, -0.05, -0.01], [0.08, 0.03, 0.10], [0.00, 0.01, -0.01], [0.00, 0.02, 0.00], [-0.02, -0.01, 0.00], [0.00, -0.01, -0.01], [0.01, -0.01, -0.02], [0.01, 0.00, 0.01], [0.10, 0.00, -0.04], [-0.14, 0.05, 0.05], [-0.01, -0.02, 0.02], [-0.08, -0.02, -0.01], [0.01, -0.01, -0.01], [-0.01, -0.01, 0.01], [0.06, 0.01, 0.03], [0.01, 0.02, 0.00]], "e_homo_ha": -0.35739, "smiles": "CC(=O)OCCC(=O)O[C@@H](Cl)B(N)O.NC(N)=O.NC(N)=O", "e_lumo_ev": 0.4284, "orbital_gap_ha": 0.3731}


(5)
{"formula": "C8H19ClNO7S", "method": "ωB97M-V with the def2-TZVPD basis set", "elements": ["C", "C", "O", "C", "Cl", "O", "S", "O", "O", "O", "C", "O", "H", "H", "H", "H", "H", "H", "H", "C", "C", "C", "O", "C", "N", "H", "H", "H", "H", "H", "H", "H", "H", "H", "H", "H", "H"], "xyz": [[0.23938, -1.23204, 1.49274], [-1.03978, -1.03131, 2.39646], [-2.19611, -0.66980, 1.60838], [-3.37580, -0.97452, 2.28875], [-3.32949, -0.65094, 4.09812], [-3.59336, -2.35155, 1.92683], [-5.24853, -2.63971, 1.86652], [-5.69230, -2.68637, 3.27277], [-5.59809, -3.76719, 0.97933], [-5.56478, -1.19372, 1.07768], [-4.73151, -0.27614, 1.84907], [-4.68348, 1.03431, 1.35157], [0.80486, -0.27091, 1.35056], [0.00593, -1.69637, 0.50338], [0.91614, -1.90444, 2.08383], [-0.77092, -0.26497, 3.16406], [-1.23528, -2.02654, 2.87306], [-5.29786, -0.23721, 2.81814], [-5.56731, 1.38598, 1.53446], [3.38598, 2.07042, -3.47813], [2.33538, 1.13241, -2.90043], [2.12055, 1.29374, -1.39315], [3.20434, 0.71254, -0.68216], [4.24961, 1.62420, -0.32299], [2.79418, -0.28142, -3.11817], [4.39971, 1.78933, -3.18743], [3.35017, 2.05425, -4.57057], [3.20778, 3.09559, -3.15597], [1.39388, 1.25611, -3.43814], [1.23056, 0.72511, -1.10556], [1.94216, 2.33232, -1.10804], [3.89255, 2.65127, -0.23205], [5.05002, 1.57458, -1.06435], [4.66022, 1.30707, 0.63454], [3.17153, -0.44729, -4.05256], [2.04404, -0.95429, -2.94123], [3.52562, -0.48250, -2.41929]], "forces_ev_per_angstrom": [[-0.17, 0.32, 0.48], [1.68, -0.98, -0.43], [-0.67, 0.74, 1.54], [0.07, -0.20, -1.55], [0.40, -0.43, -0.91], [-1.87, -0.14, 0.63], [-0.89, -2.27, 0.24], [0.71, 0.72, -3.43], [1.39, 3.38, 2.04], [1.46, -1.64, 0.97], [-1.47, 1.63, 2.20], [0.19, -1.76, -0.26], [-0.66, -0.81, -0.03], [0.11, 0.30, 0.87], [-0.54, 0.51, -0.70], [-0.66, -0.59, -0.56], [0.08, 0.99, -0.20], [0.60, 0.06, -0.78], [0.27, 0.18, -0.14], [0.07, -0.14, -0.39], [0.16, 0.87, -0.04], [-0.11, -0.85, 0.24], [-0.26, 0.46, -0.15], [0.39, -0.20, 0.05], [0.00, -0.47, 0.24], [-0.05, 0.04, 0.13], [0.00, 0.06, 0.05], [-0.04, -0.08, 0.01], [0.00, -0.07, 0.10], [0.01, 0.03, 0.06], [0.12, 0.02, -0.21], [-0.09, -0.07, -0.03], [0.02, 0.17, 0.05], [-0.12, -0.03, -0.03], [-0.08, 0.09, 0.00], [-0.01, 0.02, -0.10], [-0.06, 0.15, 0.04]], "e_homo_ha": -0.48173, "total_charge": 1, "e_lumo_ev": -3.4940, "orbital_gap_ha": 0.3533}


(6)
{"formula": "C8H19N", "method": "ωB97M-V with the def2-TZVPD basis set", "elements": ["C", "C", "C", "C", "C", "C", "H", "H", "H", "H", "H", "H", "H", "H", "H", "H", "H", "H", "H", "H", "C", "C", "N", "H", "H", "H", "H", "H"], "xyz": [[0.26483, 0.87598, 1.21436], [0.77418, 0.67112, -0.85631], [-0.21658, -0.38752, 1.79171], [-0.75511, 1.98760, 1.20338], [1.63417, 1.28555, 1.69122], [0.29800, 0.58806, -2.31250], [1.70464, 0.11196, -0.73536], [1.04597, 1.71669, -0.72407], [-0.80053, -0.95058, 0.99183], [-0.93534, -0.23947, 2.60022], [0.55979, -1.09012, 2.09862], [-0.93965, 2.33749, 2.22531], [-0.40336, 2.84870, 0.63354], [-1.70487, 1.64312, 0.79550], [2.05651, 2.07433, 1.06419], [1.58559, 1.66601, 2.71845], [2.32741, 0.44459, 1.67517], [0.35580, -0.42584, -2.70896], [0.92550, 1.22370, -2.94295], [-0.73860, 0.91190, -2.40732], [-0.31904, -2.78092, -1.01489], [-1.04603, -1.49121, -0.74425], [-2.23903, -1.19217, -1.02427], [-2.77262, -1.96777, -1.43154], [-0.28475, -0.53072, -0.57754], [-0.20461, -3.34642, -0.08706], [-0.85355, -3.40555, -1.73588], [0.68129, -2.57854, -1.40060]], "forces_ev_per_angstrom": [[0.41, 0.04, -1.94], [1.42, 1.69, 1.55], [-1.06, -1.39, -0.70], [0.04, -0.01, 0.00], [0.08, 0.13, -0.30], [-0.62, -0.28, 0.28], [-0.04, -0.11, 0.10], [0.17, 0.08, 0.01], [0.47, 0.72, 1.38], [0.11, 0.09, 0.13], [0.16, 0.26, 0.14], [0.02, -0.07, 0.04], [-0.03, -0.04, -0.06], [0.00, 0.02, -0.07], [-0.02, 0.05, 0.09], [-0.08, -0.06, -0.07], [-0.01, -0.03, 0.03], [-0.06, -0.03, 0.01], [-0.02, 0.02, 0.15], [-0.02, 0.04, -0.11], [-0.28, -0.22, 0.18], [1.74, 1.60, -1.45], [-0.46, 0.01, -0.02], [0.13, -0.11, 0.26], [-2.08, -2.41, 0.28], [0.06, -0.04, -0.01], [-0.04, 0.01, 0.08], [-0.01, 0.04, 0.03]], "e_homo_ha": -0.29930, "e_above_lowest_kcal_mol": 102.4, "e_lumo_ev": 0.8872, "orbital_gap_ha": 0.3319}


One value per record, in order, for molar mass: 142.3 482.7 348.0 343.5 308.8 129.2 u.